A cluster of 7 separate species, C32H82N7O13 in total at a distorted geometry. Source: the OMol25 dataset; level of theory: ωB97M-V/def2-TZVPD.

Geometry (Å):
H: 5.01 1.80 -9.80
H: 1.60 4.76 -2.73
C: -6.74 -0.87 -6.32
C: 0.90 3.91 -2.67
H: -5.85 1.61 -6.62
H: -6.82 6.02 -7.65
O: -7.27 -1.04 -8.67
H: 6.13 2.62 -8.70
H: -0.14 5.00 -5.01
H: 2.02 3.39 -0.97
H: -4.82 -1.77 -4.69
C: 0.66 0.55 -6.65
H: 1.00 -2.56 -3.79
C: -4.25 -2.68 -4.85
H: -4.75 8.13 -9.82
H: -1.06 1.78 -6.14
C: 5.09 2.37 -8.87
H: -0.41 -1.93 -1.72
H: -0.63 5.75 1.76
H: -5.83 -1.37 -10.11
H: -4.79 6.91 -7.25
H: 0.06 3.57 0.52
H: 1.24 0.21 -7.51
H: -2.86 -4.89 -3.58
O: -1.63 0.56 -7.63
H: -0.28 0.56 -2.25
H: -4.76 6.42 -10.26
H: -6.94 1.34 -8.02
N: -4.74 -3.25 -2.52
H: -0.08 3.30 -4.97
O: -2.53 1.72 -3.55
C: 3.27 1.84 -7.46
C: -4.78 -3.77 -3.91
H: -2.33 7.27 1.95
C: -7.04 6.04 -8.71
H: -0.29 0.11 -3.97
O: -8.02 3.10 -5.45
H: 3.01 2.91 -7.35
H: 0.33 -0.32 -6.08
C: -3.89 -5.00 -3.93
C: -0.61 1.31 -7.03
H: -2.21 -0.69 -3.64
C: -8.52 4.39 -5.25
H: 0.65 2.31 -1.17
H: 1.84 0.39 -1.03
C: -4.99 7.13 -9.46
H: 3.56 1.78 -5.42
N: -2.00 -1.25 -2.82
C: -6.91 -1.49 -9.95
H: -1.67 4.12 -4.66
H: -3.41 7.50 0.59
H: -4.43 -6.89 -6.57
N: 0.07 4.12 -0.33
H: 2.57 1.64 -8.28
O: -3.77 -5.50 -5.27
C: -3.53 4.61 -7.23
C: -4.25 6.70 -8.19
O: 1.50 -0.26 -3.06
H: -5.42 -2.49 -2.47
H: -8.83 4.37 -4.21
H: -8.72 6.19 -12.28
H: -2.82 -1.05 -7.45
H: 3.19 -0.27 -2.09
H: -7.76 5.16 -5.44
C: -0.40 6.23 0.80
H: -9.10 5.03 -8.84
H: -2.97 0.00 -6.05
O: -4.18 2.66 -4.62
C: 2.96 1.20 -6.12
C: -6.89 1.46 -6.93
H: -5.74 -4.21 -4.22
H: -6.54 5.17 -9.16
C: -6.31 -1.40 -7.68
C: -0.09 -2.66 -3.66
H: 0.65 6.01 -1.07
H: -0.26 2.11 -7.70
C: -0.59 -1.52 -2.73
C: -8.65 5.66 -11.33
C: -2.36 7.44 0.86
O: -4.31 0.56 -4.06
H: 1.49 5.46 0.48
H: -8.99 6.67 -8.28
H: -1.63 -1.02 -6.18
C: -7.62 2.78 -6.75
N: 1.55 1.36 -5.75
H: -5.30 -1.05 -7.92
H: -0.36 -3.67 -3.38
H: -5.85 -0.56 -5.76
O: -0.39 4.20 -3.10
O: 4.63 1.63 -7.76
N: -3.66 1.64 -4.11
H: -6.98 3.58 -7.15
H: 2.04 -1.34 -1.41
H: 3.19 0.12 -6.16
H: -5.16 -4.01 -1.99
N: -7.53 0.35 -6.26
H: -4.33 -3.05 -5.87
N: -6.45 7.28 -9.24
H: 1.34 3.15 -3.33
C: 0.95 3.36 -1.23
H: -9.35 4.67 -5.92
C: 0.07 -0.16 -2.98
H: 1.43 0.87 -4.88
C: -0.60 4.14 -4.49
H: -4.25 4.79 -6.42
H: -1.97 8.47 0.88
H: 0.01 7.24 0.96
H: -3.34 7.29 -8.09
H: -2.55 -2.09 -2.97
H: -7.73 5.08 -11.43
H: -7.15 -2.53 -10.17
H: -0.52 -2.48 -4.65
O: -1.63 6.51 0.11
H: -9.47 4.92 -11.31
C: -4.64 -6.57 -5.55
H: -8.45 2.84 -7.49
H: -8.42 0.17 -6.71
O: -3.98 5.33 -8.37
C: -8.55 5.95 -8.98
H: -4.28 -5.76 -3.23
H: -5.70 -6.39 -5.42
H: -3.61 3.59 -7.61
H: -7.01 -1.68 -5.65
H: -4.26 -7.46 -5.00
H: -7.35 -0.84 -10.71
C: -2.26 -0.37 -6.80
C: 0.57 5.48 -0.13
H: -6.26 -2.50 -7.67
C: 2.14 -0.32 -1.80
O: -8.87 6.54 -10.25
H: -6.91 7.41 -10.14
H: -3.22 -2.48 -4.57
H: -2.53 4.83 -6.84
H: 4.52 3.30 -8.96

- energy relative to the best compared isomer or geometry (same formula, charge and spin) (kcal/mol) = 0.0
- total energy (eV) = -71551.3927
- gap between HOMO and LUMO (eV) = 7.5
- total charge = -1

A cluster of 2 separate species, C26H35NO8 in total at a distorted geometry. Source: the OMol25 dataset; level of theory: ωB97M-V/def2-TZVPD.

Geometry (Å):
C: 6.28 -2.91 -0.32
H: 1.98 -0.81 5.97
H: 3.71 -0.62 6.39
H: -4.47 -5.95 -0.74
O: 3.35 -1.22 4.46
H: 2.81 3.62 -0.18
C: -5.25 0.93 -4.57
H: -3.97 2.55 -3.58
H: -2.67 -1.25 1.75
O: 4.50 -1.19 -0.74
H: 2.85 2.96 5.76
C: 3.50 -0.68 -1.71
C: 2.88 1.32 0.08
N: -3.80 -5.19 -1.09
H: -5.56 -1.19 -2.29
O: -2.53 0.76 -5.89
C: 2.90 0.93 5.07
C: -1.53 1.66 1.39
H: 4.01 0.05 -2.49
C: 1.00 3.08 1.10
O: -1.42 1.40 2.72
O: 3.94 0.92 4.10
C: -4.31 0.89 -1.97
O: -3.41 4.20 -1.64
H: -6.43 0.79 -4.58
H: -3.64 -3.39 0.75
H: 7.41 -2.57 -0.24
C: -2.62 0.85 0.42
O: -4.51 -0.32 -4.79
H: 2.60 1.77 7.05
C: -4.61 -3.90 -1.26
C: -4.80 1.79 -3.25
H: -4.14 -3.30 -2.18
H: 2.95 0.99 1.20
H: -5.02 1.62 -5.51
H: 5.09 -2.53 -2.32
C: 2.05 2.73 -0.15
C: -4.57 -2.97 0.13
H: -3.47 -5.56 -2.02
C: -3.07 -0.09 -5.00
H: 3.10 -1.60 -2.35
H: 1.55 0.53 -1.73
C: 2.95 -0.47 5.60
C: -3.09 -0.68 0.79
H: 5.72 -2.80 0.73
H: 1.26 2.31 1.96
H: 6.35 -1.14 -1.89
O: 4.77 -0.73 2.74
H: -5.72 -4.16 -1.51
H: 6.20 -4.01 -0.71
C: -2.70 3.19 -1.13
H: 1.96 1.13 4.55
C: 4.08 -0.37 3.68
C: -4.16 -1.41 -0.26
C: 5.57 -1.91 -1.44
H: 3.99 1.51 -0.30
C: -1.15 3.49 -0.59
C: -0.56 2.77 0.61
H: -0.47 4.28 -1.13
C: 2.28 0.11 -0.91
C: -4.78 -0.64 -1.60
H: 1.70 -0.72 -0.31
H: 1.16 4.18 1.49
C: 3.16 1.98 6.13
H: -5.56 -3.05 0.75
H: -2.32 -0.76 -4.35
H: -5.72 2.45 -2.90
C: -3.24 1.63 -0.92
H: 1.47 2.67 -1.18
H: 4.22 2.06 6.37

- total energy (eV) = -45380.6693
- SMILES string = CCOCCCCCC1=CC(=O)c2c(CCOC=O)cc(CCN)cc2C1=O.C[C@@H]1COC(=O)O1
- gap between HOMO and LUMO (eV) = 7.2
- total charge = 0

A structure of composition C7H10 at a distorted geometry. Source: the OMol25 dataset; level of theory: ωB97M-V/def2-TZVPD.

Geometry (Å):
H: -2.59 -0.84 0.53
H: 1.03 -1.56 1.01
C: -1.62 -1.09 0.06
C: -0.47 -0.38 -1.33
C: 0.94 -0.48 0.82
H: -0.86 0.32 -2.06
H: 0.94 0.05 1.77
C: 1.90 0.02 -0.23
H: -0.09 -1.31 -1.73
H: 2.68 -0.68 -0.54
C: -1.20 2.32 0.81
H: -1.46 -2.14 -0.11
H: -1.45 3.32 1.08
H: 2.29 1.03 -0.05
C: -0.93 1.19 0.49
C: -0.50 -0.17 0.15
H: 1.15 0.11 -1.16

- energy relative to the best compared isomer or geometry (same formula, charge and spin) (kcal/mol) = 117.4
- total energy (eV) = -7415.9438
- gap between HOMO and LUMO (eV) = 9.6
- total charge = 0